An isolated ion of composition C6H14N5 and charge +1 in a non-equilibrium geometry. Source: the OMol25 dataset; level of theory: ωB97M-V with the def2-TZVPD basis set.

- 2S+1 = 1
- charge = +1
- HOMO energy (eV) = -13.098
- E_tot (hartree) = -510.54982
- Kohn-Sham gap (hartree) = 0.364
- SMILES string = CC(C)[C@@]1(N)N=CNC(=[NH2+])N1
- energy above the lowest of the compared OMol25 structures with the same formula, charge and spin (kcal/mol) = 42.9
- max |F| (eV/A) = 4.9

The geometry in XYZ format:
```
25
Properties=species:S:1:pos:R:3:forces:R:3
C 1.2006 1.6868 0.7015 1.828 1.429 1.263
C 1.9210 -0.3423 -0.0642 3.978 -2.093 -0.291
C -0.2197 0.5244 -0.5815 -3.782 -1.741 -1.891
C -0.8856 -1.2353 1.0181 -0.083 2.267 0.403
C -2.6562 0.3353 0.1110 -1.137 -1.343 0.209
C -1.4224 -0.4505 -0.1996 2.359 2.764 3.218
N 0.0547 1.5043 0.3233 -1.313 1.004 1.454
N 2.2540 0.8361 0.4812 -0.521 -1.098 -0.706
N 0.8411 -0.5087 -0.7411 0.206 1.972 -0.598
N 2.8110 -1.3773 -0.0089 -0.381 -0.015 0.012
N -0.5783 1.2762 -1.7530 0.289 0.535 -0.747
H 1.5318 2.5359 1.2456 -0.262 0.876 0.688
H -1.6656 -1.4099 1.7120 -0.670 -0.641 0.650
H -0.0394 -0.7699 1.5916 -1.004 0.296 -0.426
H -0.4325 -2.0711 0.6536 0.759 -2.990 -0.518
H -2.5333 1.0616 0.9109 0.097 -0.208 0.149
H -3.4767 -0.3995 0.3439 0.619 0.932 -0.028
H -2.9375 0.8584 -0.7692 -0.632 0.624 -0.679
H -1.4880 -1.0498 -1.0434 -0.644 -1.415 -1.591
H 3.0258 0.8711 1.0969 0.850 0.067 0.522
H 0.6716 -1.3425 -1.2764 -0.096 -0.065 -0.001
H 3.7636 -1.4607 0.4215 -1.684 0.549 -0.638
H 2.4030 -2.1851 -0.4674 0.906 -0.235 0.348
H -1.3780 0.8125 -2.1705 0.060 0.644 -0.388
H -0.7652 2.2999 -1.5360 0.258 -2.115 -0.415
```
Forces are in eV/Å.

=====

A 2-piece molecular cluster, C2HOS3 overall in a non-equilibrium geometry. Source: the OMol25 dataset; level of theory: ωB97M-V with the def2-TZVPD basis set.

- 2S+1 = 1
- charge = -1
- HOMO energy (eV) = -2.005
- E_tot (hartree) = -1346.60961
- Kohn-Sham gap (hartree) = 0.192
- energy above the lowest of the compared OMol25 structures with the same formula, charge and spin (kcal/mol) = 0.0
- max |F| (eV/A) = 2.5

The geometry in XYZ format:
```
7
Properties=species:S:1:pos:R:3:forces:R:3
C -0.4930 -2.7541 -1.3898 -0.402 -2.048 0.796
C -0.8710 -0.6675 1.0656 1.640 0.198 0.494
O -0.6100 -3.8323 -0.9899 0.145 -0.172 0.037
S -0.3752 -1.3461 -1.9308 0.408 2.143 -1.188
S -2.3949 -1.1852 0.9015 -1.410 -0.124 -0.065
S -0.6687 1.0944 1.2271 -0.862 0.189 -0.049
H 0.6248 1.1577 1.5096 0.482 -0.185 -0.025
```
Forces are in eV/Å.

=====

What did the second record say?
A 2-piece molecular cluster, C2HOS3 overall in a non-equilibrium geometry. Source: the OMol25 dataset; level of theory: ωB97M-V with the def2-TZVPD basis set.

- 2S+1 = 1
- charge = -1
- HOMO energy (eV) = -2.005
- E_tot (hartree) = -1346.60961
- Kohn-Sham gap (hartree) = 0.192
- energy above the lowest of the compared OMol25 structures with the same formula, charge and spin (kcal/mol) = 0.0
- max |F| (eV/A) = 2.5

The geometry in XYZ format:
```
7
Properties=species:S:1:pos:R:3:forces:R:3
C -0.4930 -2.7541 -1.3898 -0.402 -2.048 0.796
C -0.8710 -0.6675 1.0656 1.640 0.198 0.494
O -0.6100 -3.8323 -0.9899 0.145 -0.172 0.037
S -0.3752 -1.3461 -1.9308 0.408 2.143 -1.188
S -2.3949 -1.1852 0.9015 -1.410 -0.124 -0.065
S -0.6687 1.0944 1.2271 -0.862 0.189 -0.049
H 0.6248 1.1577 1.5096 0.482 -0.185 -0.025
```
Forces are in eV/Å.

=====

Question: Number 1 is which compound?
Answer: C6H14N5

=====

Question: What is the formula in the second record?
Answer: C2HOS3

=====

Repeat the first record exactly.
An isolated ion of composition C6H14N5 and charge +1 in a non-equilibrium geometry. Source: the OMol25 dataset; level of theory: ωB97M-V with the def2-TZVPD basis set.

- 2S+1 = 1
- charge = +1
- HOMO energy (eV) = -13.098
- E_tot (hartree) = -510.54982
- Kohn-Sham gap (hartree) = 0.364
- SMILES string = CC(C)[C@@]1(N)N=CNC(=[NH2+])N1
- energy above the lowest of the compared OMol25 structures with the same formula, charge and spin (kcal/mol) = 42.9
- max |F| (eV/A) = 4.9

The geometry in XYZ format:
```
25
Properties=species:S:1:pos:R:3:forces:R:3
C 1.2006 1.6868 0.7015 1.828 1.429 1.263
C 1.9210 -0.3423 -0.0642 3.978 -2.093 -0.291
C -0.2197 0.5244 -0.5815 -3.782 -1.741 -1.891
C -0.8856 -1.2353 1.0181 -0.083 2.267 0.403
C -2.6562 0.3353 0.1110 -1.137 -1.343 0.209
C -1.4224 -0.4505 -0.1996 2.359 2.764 3.218
N 0.0547 1.5043 0.3233 -1.313 1.004 1.454
N 2.2540 0.8361 0.4812 -0.521 -1.098 -0.706
N 0.8411 -0.5087 -0.7411 0.206 1.972 -0.598
N 2.8110 -1.3773 -0.0089 -0.381 -0.015 0.012
N -0.5783 1.2762 -1.7530 0.289 0.535 -0.747
H 1.5318 2.5359 1.2456 -0.262 0.876 0.688
H -1.6656 -1.4099 1.7120 -0.670 -0.641 0.650
H -0.0394 -0.7699 1.5916 -1.004 0.296 -0.426
H -0.4325 -2.0711 0.6536 0.759 -2.990 -0.518
H -2.5333 1.0616 0.9109 0.097 -0.208 0.149
H -3.4767 -0.3995 0.3439 0.619 0.932 -0.028
H -2.9375 0.8584 -0.7692 -0.632 0.624 -0.679
H -1.4880 -1.0498 -1.0434 -0.644 -1.415 -1.591
H 3.0258 0.8711 1.0969 0.850 0.067 0.522
H 0.6716 -1.3425 -1.2764 -0.096 -0.065 -0.001
H 3.7636 -1.4607 0.4215 -1.684 0.549 -0.638
H 2.4030 -2.1851 -0.4674 0.906 -0.235 0.348
H -1.3780 0.8125 -2.1705 0.060 0.644 -0.388
H -0.7652 2.2999 -1.5360 0.258 -2.115 -0.415
```
Forces are in eV/Å.